# 1
Density functional theory data (the ωB97M-V functional and the def2-TZVPD basis) for a structure of composition C20H27Cl5CsN2OS2Sb at a distorted geometry.

Gap between HOMO and LUMO = 4.4 eV
DFT total energy = -4320.83024 hartree
Energy relative to the best compared isomer or geometry (same formula, charge and spin) = 0.0 kcal/mol
Max |F| = 2.14 eV/Å
Net charge = -2

Each line ends with the Löwdin charge.
Atoms and positions in Å:
Cs: 1.361 0.255 -0.713  0.860
C: -3.037 -0.481 -1.277  -0.060
C: -3.460 -1.501 -0.212  -0.382
C: -4.072 -0.779 0.983  -0.084
C: -2.279 -2.381 0.145  -0.212
C: -1.864 -3.369 -0.749  -0.044
C: -0.733 -4.130 -0.510  -0.047
C: 0.037 -3.926 0.636  -0.282
C: 1.278 -4.744 0.884  -0.065
C: -0.378 -2.947 1.527  -0.031
C: -1.525 -2.193 1.294  -0.019
H: -3.883 0.139 -1.586  0.076
H: -2.625 -0.970 -2.161  0.077
H: -2.269 0.184 -0.875  0.073
H: -4.224 -2.151 -0.653  0.129
H: -3.404 -0.002 1.363  0.048
H: -4.291 -1.465 1.804  0.082
H: -5.002 -0.286 0.691  0.079
H: -2.430 -3.525 -1.663  0.110
H: -0.425 -4.875 -1.236  0.109
H: 1.909 -4.785 -0.006  0.039
H: 1.025 -5.773 1.153  0.074
H: 1.869 -4.321 1.697  0.079
H: 0.216 -2.739 2.411  0.117
H: -1.787 -1.419 2.006  0.112
Cl: 7.372 -1.691 -4.823  0.597
C: 5.754 -1.438 -4.247  -0.734
C: 5.287 -2.098 -3.109  -0.708
Cl: 6.339 -3.201 -2.278  0.636
C: 4.002 -1.892 -2.645  -0.596
Cl: 3.418 -2.716 -1.230  0.686
C: 3.070 -1.011 -3.293  -0.579
O: 1.903 -0.832 -2.873  -0.468
C: 3.601 -0.353 -4.454  -0.609
Cl: 2.516 0.720 -5.279  0.671
C: 4.887 -0.563 -4.907  -0.709
Cl: 5.444 0.263 -6.331  0.624
S: 1.081 3.180 0.392  0.041
N: 1.819 3.490 3.050  -0.077
C: 2.108 2.609 1.905  -1.435
N: 3.537 2.795 1.578  -0.080
S: 1.795 0.866 2.387  0.066
H: 1.728 4.435 2.682  0.025
H: 0.910 3.223 3.408  -0.015
H: 3.600 3.652 1.032  0.014
H: 3.798 2.037 0.961  0.008
C: -1.455 4.845 2.265  -0.377
Sb: -1.607 2.740 1.831  1.148
C: -3.522 2.742 3.041  -0.382
C: -2.753 3.109 0.028  -0.356
H: -2.438 5.299 2.126  -0.018
H: -0.719 5.267 1.581  -0.034
H: -1.125 5.003 3.294  -0.009
H: -4.162 3.610 2.838  -0.029
H: -3.258 2.738 4.103  -0.032
H: -4.097 1.832 2.837  -0.049
H: -3.381 3.989 0.180  -0.012
H: -3.390 2.252 -0.197  -0.037
H: -2.071 3.280 -0.807  -0.011

=====

# 2
Density functional theory data (the ωB97M-V functional and the def2-TZVPD basis) for a structure of composition C16H30F6N4PPd at a distorted geometry.

Gap between HOMO and LUMO (spin up / spin down) = 7.8 / 7.6 eV
DFT total energy = -1915.24166 hartree
Multiplicity = 4
Max |F| = 2.56 eV/Å
Net charge = 0

Each line ends with the natural charge from an NBO analysis.
Atoms and positions in Å:
Pd: 10.885 7.790 7.729  0.730
N: 12.160 7.263 5.936  -0.865
C: 13.516 6.916 6.542  -0.253
C: 13.681 7.628 7.844  -0.237
N: 12.605 7.212 8.798  -0.668
C: 12.753 7.673 10.186  -0.234
C: 12.158 9.101 10.356  -0.234
N: 10.778 9.205 9.799  -0.833
H: 11.887 6.509 5.312  0.417
H: 12.142 8.118 5.392  0.375
H: 14.289 7.219 5.856  0.198
H: 13.501 5.803 6.593  0.254
H: 13.576 8.700 7.694  0.192
H: 14.687 7.445 8.239  0.197
H: 12.567 6.193 8.733  0.438
H: 13.789 7.727 10.526  0.194
H: 12.256 6.887 10.837  0.220
H: 12.749 9.868 9.791  0.197
H: 12.197 9.398 11.445  0.196
H: 10.604 10.141 9.493  0.377
H: 10.091 8.988 10.456  0.373
C: 7.364 6.161 7.943  -0.599
C: 6.958 7.515 8.565  -0.260
C: 7.483 7.703 9.931  -0.589
C: 6.989 8.770 7.735  0.030
C: 5.972 9.669 7.733  -0.235
C: 5.925 10.662 6.752  -0.148
C: 6.856 10.765 5.716  -0.234
C: 7.941 10.006 5.781  0.028
C: 9.068 10.094 4.806  -0.255
C: 10.469 10.570 5.258  -0.599
C: 9.225 8.716 4.229  -0.609
C: 8.044 8.999 6.827  0.098
N: 9.152 8.420 7.002  -0.318
H: 8.396 6.027 7.720  0.237
H: 6.842 6.075 6.992  0.209
H: 6.960 5.317 8.527  0.221
H: 5.880 7.443 8.653  0.204
H: 8.528 7.681 9.996  0.197
H: 7.107 6.851 10.510  0.217
H: 7.104 8.633 10.406  0.201
H: 5.067 9.646 8.316  0.222
H: 5.064 11.284 6.649  0.206
H: 6.616 11.433 4.893  0.219
H: 8.668 10.751 4.040  0.207
H: 10.706 10.148 6.205  0.214
H: 10.630 11.639 5.341  0.211
H: 11.079 10.176 4.497  0.203
H: 9.606 7.952 4.910  0.237
H: 9.762 8.828 3.285  0.207
H: 8.237 8.372 3.903  0.214
F: 12.170 4.136 5.846  -0.606
P: 10.812 3.895 6.738  2.619
F: 11.505 4.768 8.052  -0.639
F: 10.211 3.158 5.490  -0.581
F: 9.507 3.604 7.597  -0.584
F: 11.456 2.568 7.299  -0.578
F: 10.202 5.316 6.292  -0.598

=====

# 3
Density functional theory data (the ωB97M-V functional and the def2-TZVPD basis) for an isolated molecule of C5H10O2S at a distorted geometry.

Gap between HOMO and LUMO = 10.0 eV
DFT total energy = -745.14721 hartree
Energy relative to the best compared isomer or geometry (same formula, charge and spin) = 27.8 kcal/mol
Max |F| = 5.06 eV/Å
SMILES = CC(C)(C)SC(=O)O
Net charge = 0

Each line ends with the natural charge from an NBO analysis.
Atoms and positions in Å:
C: 2.566 -0.154 -0.009  0.643
C: -0.772 -0.836 1.141  -0.651
C: -1.585 1.391 0.125  -0.634
C: -0.819 -0.543 -1.344  -0.633
C: -0.679 0.133 0.032  0.023
O: 3.591 0.715 -0.111  -0.691
O: 2.578 -1.336 -0.014  -0.587
S: 1.148 0.901 0.105  0.069
H: -0.149 -1.781 0.806  0.229
H: -1.723 -1.272 1.357  0.215
H: -0.517 -0.476 2.035  0.216
H: -2.512 0.982 -0.173  0.218
H: -1.305 2.277 -0.395  0.232
H: -1.596 1.640 1.116  0.212
H: -1.560 -1.203 -1.170  0.203
H: -1.077 0.287 -1.992  0.212
H: 0.025 -1.078 -1.757  0.230
H: 4.388 0.354 0.248  0.496

=====

# 4
Density functional theory data (the ωB97M-V functional and the def2-TZVPD basis) for a cluster of 6 separate species, C24H54NO16P in total at a distorted geometry.

Gap between HOMO and LUMO = 8.4 eV
DFT total energy = -2546.73960 hartree
Energy relative to the best compared isomer or geometry (same formula, charge and spin) = 106.6 kcal/mol
Max |F| = 5.46 eV/Å
SMILES = CCOP(=O)(OCC)OCC.CCN(CC)CC.COC(=O)OC.COC(=O)OC.COC(=O)OC.COC(=O)OC
Net charge = 0

Each line ends with the Löwdin charge.
Atoms and positions in Å:
C: -3.830 3.464 -7.528  -0.100
C: -2.554 3.812 -8.323  -0.242
N: -1.446 4.576 -7.630  -0.190
C: -1.129 4.100 -6.263  -0.226
C: -0.366 2.734 -6.224  -0.073
C: -0.389 4.848 -8.599  -0.257
C: 0.816 5.636 -8.031  -0.096
H: -3.536 2.735 -6.773  0.053
H: -4.596 3.063 -8.192  0.067
H: -4.477 4.180 -7.022  0.071
H: -2.179 2.935 -8.850  0.103
H: -2.938 4.328 -9.204  0.097
H: -0.550 4.989 -6.012  0.094
H: -1.979 3.957 -5.596  0.103
H: 0.483 2.697 -6.907  0.060
H: 0.037 2.600 -5.220  0.066
H: -1.126 1.970 -6.388  0.063
H: -0.749 5.314 -9.516  0.116
H: 0.119 3.902 -8.789  0.095
H: 0.629 6.662 -7.714  0.070
H: 1.626 5.742 -8.753  0.070
H: 1.176 5.113 -7.146  0.056
C: 8.599 -5.260 5.068  -0.085
C: 7.444 -4.794 4.166  -0.258
O: 7.661 -3.459 3.699  -0.192
P: 7.286 -2.102 4.598  0.492
O: 7.124 -2.310 6.078  -0.256
O: 8.415 -1.048 4.164  -0.186
C: 9.743 -1.242 4.698  -0.241
C: 10.499 -1.985 3.581  -0.080
O: 5.965 -1.478 3.963  -0.188
C: 5.422 -0.306 4.522  -0.281
C: 4.878 0.563 3.403  -0.068
H: 8.600 -4.754 6.033  0.068
H: 8.582 -6.308 5.368  0.070
H: 9.610 -5.209 4.666  0.065
H: 7.286 -5.590 3.439  0.113
H: 6.523 -4.784 4.748  0.110
H: 10.272 -0.304 4.866  0.115
H: 9.853 -1.835 5.606  0.115
H: 11.527 -1.705 3.813  0.068
H: 10.600 -3.065 3.686  0.060
H: 10.204 -1.636 2.591  0.087
H: 4.558 -0.682 5.070  0.123
H: 6.101 0.137 5.250  0.118
H: 4.723 1.494 3.948  0.074
H: 5.481 0.886 2.554  0.078
H: 3.937 0.232 2.965  0.077
C: -2.617 -2.120 -2.382  -0.087
O: -3.493 -1.305 -1.693  -0.006
C: -3.059 -0.569 -0.613  -0.583
O: -1.937 -0.373 -0.257  0.132
O: -4.100 0.044 -0.092  -0.013
C: -4.070 0.955 1.027  -0.003
H: -2.935 -3.162 -2.393  0.085
H: -1.678 -2.295 -1.857  0.098
H: -2.657 -1.855 -3.438  0.099
H: -3.022 1.253 1.004  0.090
H: -4.326 0.453 1.960  0.094
H: -4.790 1.756 0.857  0.094
C: -15.055 -1.921 -0.127  -0.029
O: -13.932 -1.754 -1.058  -0.026
C: -12.728 -1.371 -0.507  -0.522
O: -12.407 -1.420 0.726  0.053
O: -11.934 -1.074 -1.517  -0.009
C: -10.524 -0.898 -1.369  -0.024
H: -14.835 -2.807 0.469  0.091
H: -15.982 -2.069 -0.682  0.088
H: -15.234 -1.083 0.546  0.092
H: -10.391 -0.265 -0.492  0.093
H: -10.100 -0.458 -2.271  0.096
H: -10.034 -1.845 -1.142  0.099
C: 0.335 7.465 0.770  -0.025
O: 0.678 8.492 1.743  0.008
C: 1.905 8.552 2.239  -0.569
O: 2.895 7.869 1.895  0.079
O: 1.906 9.529 3.155  -0.009
C: 3.019 9.724 4.022  -0.045
H: 0.861 7.560 -0.180  0.096
H: -0.729 7.274 0.629  0.090
H: 0.611 6.473 1.128  0.088
H: 2.933 8.914 4.746  0.097
H: 2.828 10.660 4.547  0.092
H: 4.050 9.758 3.669  0.096
C: 1.063 -7.624 2.063  0.011
O: 0.849 -8.762 2.965  0.028
C: -0.278 -9.339 3.063  -0.569
O: -1.342 -9.014 2.493  0.074
O: -0.192 -10.278 4.102  -0.026
C: -1.402 -10.870 4.598  -0.069
H: 0.248 -6.903 2.001  0.092
H: 1.182 -8.026 1.056  0.100
H: 1.870 -7.006 2.455  0.095
H: -1.250 -11.582 5.409  0.089
H: -2.089 -11.454 3.985  0.086
H: -2.049 -10.039 4.880  0.090

=====

# 5
Density functional theory data (the ωB97M-V functional and the def2-TZVPD basis) for an isolated molecule of CH4S3 at a distorted geometry.

Gap between HOMO and LUMO (spin up / spin down) = 6.7 / 6.2 eV
DFT total energy = -1234.88387 hartree
Multiplicity = 3
Energy relative to the best compared isomer or geometry (same formula, charge and spin) = 39.6 kcal/mol
Max |F| = 4.54 eV/Å
Net charge = 0

Each line ends with the natural charge from an NBO analysis.
Atoms and positions in Å:
C: -0.214 -0.050 -0.667  -0.745
S: -0.364 1.606 0.033  -0.032
S: -1.283 -1.280 -0.086  0.112
S: 1.762 -0.889 -0.181  0.079
H: -0.226 0.122 -1.817  0.241
H: -1.172 1.343 1.177  0.137
H: -0.792 -1.031 1.101  0.098
H: 2.288 0.180 0.440  0.111

=====

# 6
Density functional theory data (the ωB97M-V functional and the def2-TZVPD basis) for a structure of composition C3H4O3Yb at a distorted geometry.

Gap between HOMO and LUMO (spin up / spin down) = 6.8 / 6.4 eV
DFT total energy = -1500.92590 hartree
Multiplicity = 3
Energy relative to the best compared isomer or geometry (same formula, charge and spin) = 0.0 kcal/mol
Max |F| = 3.61 eV/Å
Net charge = 0

Each line ends with the natural charge from an NBO analysis.
Atoms and positions in Å:
C: 0.652 -1.796 0.100  -0.752
O: -1.545 -0.746 -0.115  -0.566
C: -1.844 0.669 -0.100  0.963
C: -0.511 -1.282 0.547  0.292
O: -0.891 1.416 0.135  -0.812
O: -3.051 0.880 -0.206  -0.652
H: 1.357 -2.165 0.849  0.241
H: -0.611 -1.125 1.626  0.162
H: 0.609 -2.037 -0.985  0.245
Yb: 2.165 0.667 -0.008  1.519
H: 3.948 -0.210 0.144  -0.640

=====

# 7
Density functional theory data (the ωB97M-V functional and the def2-TZVPD basis) for a structure of composition C3H5N2O2 at a distorted geometry.

Gap between HOMO and LUMO = 7.0 eV
DFT total energy = -377.20813 hartree
Energy relative to the best compared isomer or geometry (same formula, charge and spin) = 51.4 kcal/mol
Max |F| = 4.57 eV/Å
Net charge = -1

Each line ends with the natural charge from an NBO analysis.
Atoms and positions in Å:
C: -0.810 1.875 -1.149  0.428
C: 0.220 -0.081 -0.784  0.015
C: 0.024 -0.691 0.576  -0.649
N: 0.233 1.352 -0.637  -0.650
N: -1.407 -0.467 -1.543  0.117
O: -1.243 -0.943 -2.677  -0.521
O: -1.823 1.328 -1.678  -0.612
H: -0.642 2.997 -1.212  0.094
H: 0.869 -0.429 -1.510  0.162
H: -0.302 -1.713 0.408  0.197
H: -0.912 -0.196 0.855  0.222
H: 0.792 -0.543 1.386  0.197

=====

# 8
Density functional theory data (the ωB97M-V functional and the def2-TZVPD basis) for an isolated molecule of C3H6N2O at a distorted geometry.

Gap between HOMO and LUMO (spin up / spin down) = 9.0 / 9.0 eV
DFT total energy = -302.52422 hartree
Energy relative to the best compared isomer or geometry (same formula, charge and spin) = 106.0 kcal/mol
Max |F| = 3.73 eV/Å
SMILES = [H]/N=C/CCN=O
Net charge = 0

Each line ends with the natural charge from an NBO analysis.
Atoms and positions in Å:
C: -0.656 0.715 -0.293  -0.471
C: 0.828 0.958 -0.196  -0.330
C: -1.034 -0.820 -0.173  0.143
N: -0.478 -1.501 0.712  -0.610
N: 1.513 0.238 0.951  0.158
O: 2.225 -0.683 0.746  -0.262
H: -1.132 1.127 0.561  0.228
H: -0.982 1.102 -1.242  0.225
H: 1.168 0.479 -1.176  0.181
H: 1.293 1.995 -0.111  0.234
H: -1.975 -1.179 -0.591  0.157
H: -0.770 -2.431 0.811  0.347

=====

> Among the records above, which one has the highest max |F|?

C24H54NO16P